Record 1
The following is a DFT calculation (ωB97M-V/def2-TZVPD) of a molecular structure, CH3INP.

The geometry in ORCA input format:
```
! RIJCOSX wB97M-V def2-TZVPD def2/J DEFGRID3
* xyz 0 1
I -0.08624 -0.41816 2.28449
P 0.73141 -1.48566 -0.68321
N 0.06327 -0.09795 -0.72383
C -0.27204 0.58022 0.35522
H -1.22664 1.23765 0.30840
H 0.32529 -2.05432 -2.00091
H 0.46496 2.23822 0.45984
*
```

Its LUMO energy (spin up / spin down) is -1.556 / -1.555 eV. As for the gap between HOMO and LUMO (spin up / spin down): 7.3 / 7.3 eV. The value obtained for the energy above the lowest of the compared OMol25 structures with the same formula, charge and spin is 84.3 kcal per mole. As for the calculated total energy: -733.53431 Eh. The value obtained for the molar mass is 186.9 g/mol.

***

Record 2
The following is a DFT calculation (ωB97M-V/def2-TZVPD) of CH3IO3S in the gas phase.

The geometry in ORCA input format:
```
! RIJCOSX wB97M-V def2-TZVPD def2/J DEFGRID3
* xyz 0 1
I -2.03543 1.09367 -1.34835
S -1.21241 -0.51476 0.29091
O -0.74471 -1.65410 -0.49888
O -2.10499 -0.73707 1.36484
O 0.03498 0.32653 0.79858
C 1.23093 0.40064 0.01166
H 1.64482 1.35102 -0.17515
H 1.94006 -0.21520 0.50257
H 1.24674 -0.05072 -0.94618
*
```

Its LUMO energy is -1.064 eV. As for the gap between HOMO and LUMO: 9.3 eV. The value obtained for the energy above the lowest of the compared OMol25 structures with the same formula, charge and spin is 1.1 kcal per mole. As for the calculated total energy: -961.46081 Eh. The value obtained for the molar mass is 222.0 g/mol.

***

Record 3
The following is a DFT calculation (ωB97M-V/def2-TZVPD) of CH3IO3S in the gas phase.

The geometry in ORCA input format:
```
! RIJCOSX wB97M-V def2-TZVPD def2/J DEFGRID3
* xyz 0 3
I 0.47133 -2.63925 1.29600
S 1.47078 0.85123 1.10389
O 0.13311 1.56699 0.43568
O -0.26859 -2.92343 -0.32039
O 1.57051 -0.47266 0.52513
C -0.64242 1.02472 -0.57061
H -0.81317 1.70948 -1.45363
H -0.30958 0.00065 -0.72491
H -1.61197 0.88228 -0.29116
*
```

Its LUMO energy (spin up / spin down) is 0.162 / -1.957 eV. Its expectation value of S² is 2.011. As for the gap between HOMO and LUMO (spin up / spin down): 8.7 / 6.8 eV. The value obtained for the energy above the lowest of the compared OMol25 structures with the same formula, charge and spin is 37.1 kcal per mole. As for the calculated total energy: -961.31674 Eh. The value obtained for the molar mass is 222.0 g/mol.

***

Record 4
The following is a DFT calculation (ωB97M-V/def2-TZVPD) of 2 unconnected molecules or ions with the total composition CH3IS.

The geometry in ORCA input format:
```
! RIJCOSX wB97M-V def2-TZVPD def2/J DEFGRID3
* xyz 0 1
I 2.74932 -1.58497 2.31456
S -1.55798 -0.47665 1.36266
C -0.50802 0.01453 0.22885
H 1.29788 -1.24557 2.57464
H -0.07355 -0.42511 -0.73331
H -0.13914 1.08200 0.21458
*
```

Its LUMO energy is -0.704 eV. As for the gap between HOMO and LUMO: 8.4 eV. The value obtained for the energy above the lowest of the compared OMol25 structures with the same formula, charge and spin is 23.3 kcal per mole. As for the calculated total energy: -735.71792 Eh. The value obtained for the molar mass is 174.0 g/mol.

***

Record 5
The following is a DFT calculation (ωB97M-V/def2-TZVPD) of a gas-phase ion, CH3N2 (charge +1).

The geometry in ORCA input format:
```
! RIJCOSX wB97M-V def2-TZVPD def2/J DEFGRID3
* xyz 1 1
N -1.45983 -0.11379 -0.20025
N -0.37478 0.00615 0.18918
C 1.12199 0.01773 -0.19723
H -2.34349 0.10784 0.43127
H 1.68435 0.92972 -0.51158
H 1.37177 -0.94766 0.28862
*
```

Its LUMO energy (spin up / spin down) is -7.082 / -7.503 eV. As for the gap between HOMO and LUMO (spin up / spin down): 9.4 / 8.9 eV. The value obtained for the energy above the lowest of the compared OMol25 structures with the same formula, charge and spin is 72.8 kcal per mole. As for the calculated total energy: -148.95832 Eh. The value obtained for the molar mass is 43.0 g/mol.

***

Record 6
The following is a DFT calculation (ωB97M-V/def2-TZVPD) of a molecular structure, CH3N2O.

The geometry in ORCA input format:
```
! RIJCOSX wB97M-V def2-TZVPD def2/J DEFGRID3
* xyz -1 1
O 1.81949 -0.28105 -0.43102
N 1.01834 0.04773 0.52554
N -0.44756 1.04494 -0.10464
C -0.39727 -0.30147 0.29685
H -0.87818 -0.57421 1.19867
H -0.33389 1.15535 -1.04090
H -0.78094 -1.09129 -0.44450
*
```

Its LUMO energy is 5.138 eV. As for the gap between HOMO and LUMO: 7.4 eV. The value obtained for the energy above the lowest of the compared OMol25 structures with the same formula, charge and spin is 36.7 kcal per mole. As for the calculated total energy: -224.52884 Eh. The value obtained for the molar mass is 59.0 g/mol.

***

Record 7
The following is a DFT calculation (ωB97M-V/def2-TZVPD) of a molecular structure, CH3N2O2.

The geometry in ORCA input format:
```
! RIJCOSX wB97M-V def2-TZVPD def2/J DEFGRID3
* xyz 1 1
O -2.17364 -0.65456 -0.16671
O -2.02318 0.59305 0.23535
N -0.44554 -1.17222 0.02026
N -0.74513 1.00078 -0.19400
C 0.09175 -0.01774 -0.05481
H -0.56831 2.00061 -0.18995
H 1.16625 0.15181 -0.05180
H -0.25557 -2.13472 0.25453
*
```

Its LUMO energy is -7.013 eV. As for the gap between HOMO and LUMO: 8.8 eV. The value obtained for the energy above the lowest of the compared OMol25 structures with the same formula, charge and spin is 121.6 kcal per mole. As for the calculated total energy: -299.35483 Eh. The value obtained for the molar mass is 75.0 g/mol.

***

Record 8
The following is a DFT calculation (ωB97M-V/def2-TZVPD) of CH3N2O2P in the gas phase.

The geometry in ORCA input format:
```
! RIJCOSX wB97M-V def2-TZVPD def2/J DEFGRID3
* xyz 0 1
P 1.33886 0.35744 -0.30017
O 2.45597 -0.05385 0.54125
O 0.11714 -1.38298 -0.24841
N -2.07187 -0.65416 0.10013
N 0.19386 1.35777 -0.05331
C -0.95584 -1.01862 0.03103
H 1.44075 0.04266 -1.63749
H 0.29876 1.79866 0.84665
H -2.81762 -0.44691 0.72032
*
```

Its LUMO energy is 0.568 eV. As for the gap between HOMO and LUMO: 10.7 eV. The value obtained for the energy above the lowest of the compared OMol25 structures with the same formula, charge and spin is 39.5 kcal per mole. As for the calculated total energy: -641.24044 Eh. The value obtained for the molar mass is 106.0 g/mol.